The following is a quantum chemistry calculation of C30H21ClGeN4O4SW as an isolated structure in a non-equilibrium geometry, from the Open Molecules 2025 dataset.

Its expectation value of S² is 0.7668. The energy is -4676.90376 a.u. The LUMO energy (spin up / spin down) is -11.01 / -12.62 eV. The HOMO energy (spin up / spin down) is -0.623 / -0.622 Ha. As for the spin multiplicity: 2. Its orbital gap (spin up / spin down) is 5.9 / 4.3 eV. The strongest force on any atom comes out at 5.812 eV/Å. As for the charge: +3.

Geometry as XYZ:
```
63
C30H21ClGeN4O4SW (wB97M-V/def2-TZVPD)
W -0.068 0.279 0.032
O -1.673 -0.024 1.037
Cl -2.234 -0.822 -0.143
O -3.590 -0.517 -0.248
O 0.194 -1.405 -0.004
O -1.521 -0.009 -1.218
S -0.541 7.715 0.038
N -0.426 6.656 1.236
C -0.326 5.416 0.766
C -0.199 4.210 1.533
C -0.198 4.158 2.917
C -0.086 2.907 3.548
C 0.044 1.770 2.794
N 0.095 1.766 1.423
C -0.066 3.002 0.781
C -0.042 3.003 -0.630
N 0.241 1.786 -1.256
C 0.227 1.741 -2.626
C -0.040 2.838 -3.399
C -0.255 4.089 -2.790
C -0.223 4.190 -1.407
C -0.349 5.408 -0.661
N -0.458 6.640 -1.148
H -0.297 5.065 3.492
H -0.116 2.841 4.623
H 0.104 0.784 3.257
H 0.464 0.760 -3.048
H -0.063 2.741 -4.473
H -0.424 4.966 -3.393
C 4.349 4.019 1.663
C 4.356 2.879 2.452
C 3.790 1.704 1.980
C 3.220 1.673 0.709
C 3.172 2.835 -0.062
C 3.775 3.992 0.399
Ge 2.368 -0.017 -0.043
C 3.033 -0.350 -1.923
C 4.073 0.398 -2.471
C 4.498 0.120 -3.763
C 3.930 -0.933 -4.464
C 2.896 -1.682 -3.920
C 2.437 -1.385 -2.646
C 3.038 -1.609 1.020
C 2.469 -1.707 2.291
C 3.002 -2.603 3.204
C 3.996 -3.480 2.793
C 4.526 -3.422 1.513
C 4.025 -2.493 0.609
H 4.782 4.935 2.036
H 4.801 2.905 3.436
H 3.827 0.802 2.579
H 2.708 2.816 -1.043
H 3.800 4.870 -0.227
H 4.547 1.180 -1.895
H 5.290 0.711 -4.201
H 4.315 -1.192 -5.442
H 2.465 -2.502 -4.476
H 1.621 -1.950 -2.200
H 1.627 -1.056 2.553
H 2.635 -2.629 4.221
H 4.321 -4.260 3.471
H 5.309 -4.101 1.210
H 4.424 -2.448 -0.394
```